{"formula": "C2H3N2O2", "method": "ωB97M-V with the def2-TZVPD basis set", "e_homo_ev": [-1.382, -2.525], "charge": -1, "elements": ["C", "C", "N", "N", "O", "O", "H", "H", "H"], "positions_angstrom": [[0.521415, 0.069300, -0.275102], [0.575850, -1.057415, 0.643437], [0.678117, 1.254696, 0.114806], [-2.170293, 1.062843, -0.186511], [-1.667198, -0.056032, -0.329102], [0.565685, -1.016474, 1.880117], [0.500010, -0.170961, -1.459630], [0.358962, -2.092868, 0.235744], [0.637452, 2.006911, -0.623758]], "forces_ev_per_angstrom": [[1.096, -0.874, -3.649], [-1.632, -1.403, 1.445], [0.524, 3.135, 0.354], [1.577, -2.675, -0.312], [-2.581, 2.162, 0.201], [0.600, 0.416, -0.960], [-0.057, -0.041, 2.569], [0.494, 0.782, -0.460], [-0.022, -1.502, 0.811]]}

{"formula": "C2H3N2O3", "method": "ωB97M-V with the def2-TZVPD basis set", "e_homo_ev": [-4.415, -1.182], "charge": -1, "elements": ["C", "C", "N", "N", "O", "O", "O", "H", "H", "H"], "positions_angstrom": [[-0.128258, 0.621502, 0.259792], [0.680674, -0.415364, 0.095965], [-3.282131, 0.201420, -0.648056], [1.997993, -0.188270, -0.206820], [-4.044019, -0.497602, -0.050952], [2.443010, 0.972215, -0.462001], [2.738101, -1.194782, -0.257576], [0.163636, 1.597289, 0.293330], [0.520361, -1.467815, 0.421286], [-1.089365, 0.371411, 0.555034]], "forces_ev_per_angstrom": [[-1.456, -1.245, 0.231], [1.780, -1.007, 0.566], [-2.729, -2.362, 1.943], [-0.253, 0.098, -0.309], [2.740, 2.399, -2.015], [-0.245, 0.293, 0.076], [1.342, -1.382, -0.052], [0.895, 2.344, -0.375], [-0.204, 0.987, -0.733], [-1.869, -0.125, 0.668]]}

{"formula": "C2H3N2OP", "method": "ωB97M-V with the def2-TZVPD basis set", "e_homo_ev": [-8.433, -8.433], "elements": ["C", "C", "N", "N", "O", "P", "H", "H", "H"], "positions_angstrom": [[-1.434509, -0.950227, -0.349382], [0.505118, 0.443520, -0.238847], [-2.110655, 0.042297, 0.054921], [-2.161850, 1.147126, 0.252521], [0.050424, -0.729389, -0.402092], [2.291690, 0.741020, -0.358990], [-1.909510, -1.881271, -0.193321], [2.751156, -0.284403, 0.372926], [2.018140, 1.471325, 0.862261]], "forces_ev_per_angstrom": [[0.699, -0.836, -0.190], [-1.123, 0.323, -0.388], [0.649, 0.099, -0.588], [-0.360, 2.355, 0.753], [-0.909, -0.749, 0.163], [-1.284, 1.723, 0.433], [0.815, -1.200, -0.181], [0.791, -1.820, 0.711], [0.721, 0.104, -0.712]]}

{"formula": "C2H3N2OP", "method": "ωB97M-V with the def2-TZVPD basis set", "e_homo_ev": -8.627, "elements": ["C", "C", "N", "N", "O", "P", "H", "H", "H"], "positions_angstrom": [[-1.033708, -0.533167, 0.793262], [-0.373105, 1.641281, -0.835900], [0.022526, -1.031782, 0.823163], [1.108543, -1.361224, 0.383811], [-1.130165, 2.339957, -0.312799], [0.646141, 0.656959, -1.604117], [-1.898000, -0.370533, 1.430722], [1.072042, -2.359069, 0.059986], [1.585727, 1.017577, -0.738126]], "forces_ev_per_angstrom": [[-2.166, 0.587, 1.101], [-1.378, 1.615, 1.031], [-0.918, -0.414, -0.692], [2.388, -1.775, -0.174], [-0.093, 0.060, -0.025], [-0.066, -1.824, -2.981], [0.560, 0.025, -0.115], [0.033, 1.062, 0.402], [1.640, 0.664, 1.453]]}

{"formula": "C2H3N2OP", "method": "ωB97M-V with the def2-TZVPD basis set", "e_homo_ev": [-7.500, -7.502], "elements": ["C", "C", "N", "N", "O", "P", "H", "H", "H"], "positions_angstrom": [[0.484651, 0.107757, 1.086656], [0.546588, -0.617141, -0.250949], [-0.403737, 0.961103, 1.123115], [-1.011506, 0.835930, -0.618247], [0.220807, 0.511378, -1.095506], [-2.282305, 0.504214, -1.487597], [1.203803, -0.177844, 1.821476], [1.551687, -0.879927, -0.576874], [-0.309988, -1.245470, -0.002074]], "forces_ev_per_angstrom": [[0.416, -0.252, -0.903], [0.894, 2.719, -0.176], [-1.659, 1.044, -0.012], [0.419, -0.170, 0.884], [0.980, -2.105, -0.314], [-0.950, 0.667, 0.820], [0.051, 0.206, 1.022], [-0.392, -0.926, 0.262], [0.241, -1.182, -1.581]]}

{"formula": "C2H3N2S3", "method": "ωB97M-V with the def2-TZVPD basis set", "e_homo_ev": -3.659, "charge": -1, "elements": ["C", "C", "N", "N", "S", "S", "S", "H", "H", "H"], "positions_angstrom": [[-1.022452, -0.874600, 0.054876], [-0.070457, 0.666340, -1.638592], [-0.387084, -0.418581, -0.828074], [-1.459334, -1.380574, 1.051381], [2.013878, -0.117499, 1.885110], [-0.679498, 0.709245, -3.158300], [1.005901, 1.744334, -0.992567], [-2.441550, -1.357391, 1.079408], [1.458219, 1.043545, 1.998937], [1.582377, -0.014819, 0.547821]], "forces_ev_per_angstrom": [[1.587, 1.381, -1.568], [0.403, 0.003, 0.195], [-0.056, -0.464, -1.113], [-0.554, -1.117, 2.503], [0.137, -1.108, -1.249], [-0.798, -0.142, -1.074], [0.671, 0.826, 0.479], [-1.515, -0.465, 0.294], [-0.499, 1.313, 0.481], [0.624, -0.227, 1.051]]}

{"formula": "C2H3N3", "method": "ωB97M-V with the def2-TZVPD basis set", "e_homo_ev": -10.409, "smiles": "C/N=N/C#N", "elements": ["C", "C", "N", "N", "N", "H", "H", "H"], "positions_angstrom": [[-1.234697, 2.701304, 2.299262], [0.217861, 0.060700, 0.172505], [-1.566023, 3.583772, 2.942838], [-0.976941, 1.522360, 1.314930], [0.127892, 0.987426, 1.273365], [1.265146, -0.079264, -0.074397], [-0.348725, 0.422899, -0.693032], [-0.211854, -0.899656, 0.467066]], "forces_ev_per_angstrom": [[1.808, -3.847, -2.168], [-0.343, -0.572, -0.587], [-0.360, 0.720, 0.419], [-0.989, 2.136, 0.817], [-0.388, 1.589, 1.223], [0.023, 0.008, 0.024], [0.136, -0.041, 0.168], [0.114, 0.007, 0.104]]}

{"formula": "C2H3N3", "method": "ωB97M-V with the def2-TZVPD basis set", "e_homo_ev": -9.488, "smiles": "c1c[nH]nn1", "elements": ["N", "C", "C", "N", "N", "H", "H", "H"], "positions_angstrom": [[-1.100266, -0.007503, 0.077907], [-0.000111, 0.749439, 0.044488], [1.070100, -0.116824, -0.086054], [0.594776, -1.385890, -0.125981], [-0.635274, -1.469484, -0.032539], [-2.037337, 0.317747, 0.161537], [-0.016264, 1.824422, 0.107878], [2.127000, 0.093547, -0.152558]], "forces_ev_per_angstrom": [[1.790, -2.060, -0.182], [0.286, -0.783, -0.106], [-0.061, 0.739, 0.035], [1.006, -0.146, -0.013], [-2.230, 2.541, 0.212], [-0.576, -0.254, 0.042], [-0.023, -0.024, -0.002], [-0.193, -0.013, 0.013]]}

{"formula": "C2H3N3O", "method": "ωB97M-V with the def2-TZVPD basis set", "e_homo_ev": -10.069, "smiles": "On1cnnc1", "elements": ["C", "C", "H", "H", "H", "N", "N", "N", "O"], "positions_angstrom": [[0.544727, 0.994712, -0.037677], [0.258095, -1.035163, -0.153096], [-2.076052, 0.266515, 0.982980], [0.224749, 2.123103, -0.576954], [-0.024193, -2.089330, -0.087694], [-0.396356, 0.083464, -0.154803], [1.732085, 0.527190, 0.070046], [1.550075, -0.818960, 0.011074], [-1.813130, -0.051529, -0.053878]], "forces_ev_per_angstrom": [[-1.701, 8.629, -2.416], [3.301, -4.207, 1.047], [1.261, -1.237, -4.142], [1.252, -3.148, 2.545], [-0.846, 0.802, -0.271], [-3.478, -2.269, 0.134], [0.152, -0.402, -0.441], [0.013, -0.865, -0.056], [0.046, 2.696, 3.600]]}

{"formula": "C2H3N3O", "method": "ωB97M-V with the def2-TZVPD basis set", "e_homo_ev": -9.764, "smiles": "Nc1cnon1", "elements": ["N", "C", "N", "O", "N", "C", "H", "H", "H"], "positions_angstrom": [[0.541484, -1.442150, 0.264618], [0.228217, -0.132916, -0.052954], [0.955239, 0.599064, -0.852318], [0.381259, 1.835787, -0.845332], [-0.710490, 1.871740, -0.058072], [-0.831628, 0.682321, 0.450604], [1.305977, -1.791030, -0.301175], [-0.247146, -2.075931, 0.244722], [-1.622914, 0.453115, 1.149907]], "forces_ev_per_angstrom": [[-0.002, -0.097, -0.142], [0.091, 0.292, -0.180], [-0.174, -0.311, 0.247], [0.032, 0.169, -0.089], [-0.057, -0.338, 0.180], [0.024, 0.173, -0.038], [-0.102, 0.006, 0.088], [0.098, 0.117, 0.057], [0.091, -0.011, -0.124]]}

{"formula": "C2H3N3O", "method": "ωB97M-V with the def2-TZVPD basis set", "e_homo_ev": -9.749, "smiles": "Oc1cn[nH]n1", "elements": ["O", "C", "N", "N", "N", "C", "H", "H", "H"], "positions_angstrom": [[-1.972077, -0.308616, -0.322519], [-0.636916, -0.150861, -0.177817], [0.191820, -1.143672, 0.110584], [1.359865, -0.525979, 0.194503], [1.362496, 0.774815, -0.016024], [0.085840, 1.046954, -0.262295], [-2.297753, -0.701741, 0.495256], [2.197644, -1.024378, 0.450795], [-0.268613, 2.045267, -0.466993]], "forces_ev_per_angstrom": [[-0.047, -0.020, 0.123], [0.268, 0.051, 0.148], [-0.125, 0.272, 0.014], [0.216, -0.051, 0.052], [-0.177, -0.164, -0.062], [0.040, 0.081, -0.029], [-0.169, -0.149, -0.155], [-0.105, 0.087, -0.089], [0.099, -0.107, -0.002]]}

{"formula": "C2H3N3O", "method": "ωB97M-V with the def2-TZVPD basis set", "e_homo_ev": -8.953, "smiles": "[H]/N=c1\\[nH]nco1", "elements": ["C", "C", "H", "H", "H", "N", "N", "N", "O"], "positions_angstrom": [[0.538966, -0.004132, 0.501915], [-0.813987, 1.000036, -0.888164], [1.567381, -1.005773, 1.727031], [-0.381391, -1.869085, 0.004454], [-1.213821, 1.842766, -1.462454], [1.410693, -0.055983, 1.422034], [-0.175052, -0.890786, -0.244483], [-1.085159, -0.232527, -1.073267], [0.152370, 1.215484, 0.012933]], "forces_ev_per_angstrom": [[0.798, 0.274, 0.844], [-0.257, -0.274, -0.802], [0.132, -0.207, -0.003], [0.307, 1.120, -0.233], [0.113, -0.479, 0.542], [-0.535, -0.083, -0.345], [-0.921, -1.226, -0.133], [0.013, -0.065, -0.046], [0.349, 0.939, 0.176]]}

{"formula": "C2H3N3O", "method": "ωB97M-V with the def2-TZVPD basis set", "e_homo_ev": -9.010, "smiles": "Nc1cnno1", "elements": ["C", "C", "H", "H", "H", "N", "N", "N", "O"], "positions_angstrom": [[-0.039666, 0.262871, -0.075594], [0.008303, -1.093097, 0.233245], [-0.083253, 2.152737, 0.467701], [-0.871119, 1.081630, 1.553728], [-0.435255, -1.617532, 1.119200], [-0.586714, 1.281079, 0.576704], [0.571497, -1.654291, -0.843881], [0.913739, -0.832091, -1.733458], [0.522468, 0.418694, -1.297645]], "forces_ev_per_angstrom": [[0.748, -2.740, -0.897], [-0.985, 1.527, 0.633], [-0.301, 0.063, 0.124], [0.410, 0.242, -1.208], [0.791, 0.492, -1.269], [-0.504, 1.655, 1.479], [0.855, -1.498, -0.957], [-0.170, -1.228, 0.401], [-0.843, 1.486, 1.693]]}

{"formula": "C2H3N3O", "method": "ωB97M-V with the def2-TZVPD basis set", "e_homo_ev": -9.866, "smiles": "Nc1cnon1", "elements": ["N", "C", "N", "O", "N", "C", "H", "H", "H"], "positions_angstrom": [[1.314580, 0.927875, -0.041017], [0.126505, 0.212263, 0.038377], [-0.961524, 0.812037, 0.439134], [-1.934763, -0.126951, 0.479835], [-1.473119, -1.318416, 0.081531], [-0.208296, -1.166941, -0.172311], [1.144030, 1.886327, 0.252227], [1.746920, 0.909604, -0.955542], [0.245667, -2.135796, -0.122232]], "forces_ev_per_angstrom": [[0.048, -0.079, 0.002], [-0.426, 0.045, 0.231], [0.218, 0.100, -0.254], [-0.491, 0.274, -0.227], [-0.081, 0.170, 0.369], [-0.584, -0.322, 0.830], [0.130, -0.194, -0.123], [0.005, -0.107, 0.109], [1.181, 0.113, -0.937]]}

{"formula": "C2H3N3O", "method": "ωB97M-V with the def2-TZVPD basis set", "e_homo_ev": -9.471, "elements": ["C", "C", "H", "H", "H", "N", "N", "N", "O"], "positions_angstrom": [[-0.494183, 0.102850, 0.324741], [0.556002, -0.463420, -1.310284], [-1.074642, 0.384697, 2.278857], [-2.414177, 0.236969, 0.996749], [0.626354, -0.772044, -2.326704], [-1.422651, 0.446613, 1.244993], [-0.724389, -0.279936, -0.845398], [1.544069, -0.186101, -0.460237], [0.839044, 0.306219, 0.673605]], "forces_ev_per_angstrom": [[0.865, 1.861, 3.198], [0.907, 0.602, 1.172], [-1.364, 0.190, -2.826], [1.550, 0.165, 0.611], [0.910, -0.328, -0.395], [0.067, -0.214, 2.722], [0.542, -0.930, -1.845], [-1.638, -0.037, -1.540], [-1.839, -1.309, -1.097]]}

{"formula": "C2H3N3O2", "method": "ωB97M-V with the def2-TZVPD basis set", "e_homo_ev": -9.348, "elements": ["C", "C", "N", "N", "N", "O", "O", "H", "H", "H"], "positions_angstrom": [[-1.762133, 0.744687, -0.340394], [1.028258, -0.168359, -0.244479], [-1.566259, 1.178244, 0.834864], [0.088413, 0.230402, 0.899248], [0.479661, -1.162751, -0.877927], [1.951030, 0.574877, -0.261165], [-1.656147, 0.279795, -1.385629], [-0.139746, -0.654487, 1.345965], [0.601766, 0.851926, 1.536994], [0.975159, -1.874332, -1.507474]], "forces_ev_per_angstrom": [[1.591, 0.047, 0.979], [-1.282, -1.434, -2.021], [1.654, -1.706, -0.909], [-2.071, 0.852, 1.345], [-0.013, -1.859, 0.199], [2.642, 1.326, -0.185], [-1.171, 0.280, -0.533], [-0.583, 0.128, 0.259], [-0.434, -0.005, -0.317], [-0.333, 2.372, 1.184]]}

{"formula": "C2H3N3O2", "method": "ωB97M-V with the def2-TZVPD basis set", "e_homo_ev": -10.277, "smiles": "OC1=N[C@@H](O)N=N1", "elements": ["C", "C", "O", "O", "N", "N", "N", "H", "H", "H"], "positions_angstrom": [[-1.051030, 0.028036, 0.254068], [0.883267, -0.629214, -0.115613], [-2.208495, 0.588919, 0.074399], [1.183629, 0.718010, -0.773776], [-0.303567, 0.278705, 1.473960], [-0.439746, -0.790492, -0.538883], [0.808998, -0.209051, 1.306550], [-2.535925, 0.377167, -0.813344], [2.058737, 1.050768, -0.531048], [1.604131, -1.412848, -0.336310]], "forces_ev_per_angstrom": [[0.888, -2.102, -1.365], [0.401, 2.028, -0.901], [-0.611, 0.208, 0.458], [0.654, -1.750, 0.414], [-0.508, 0.459, 0.848], [-1.620, 0.901, -0.166], [0.636, 0.440, 0.453], [0.164, -0.055, 0.083], [0.054, -0.303, 0.148], [-0.058, 0.174, 0.029]]}

{"formula": "C2H3N3O2", "method": "ωB97M-V with the def2-TZVPD basis set", "e_homo_ev": -8.727, "smiles": "Oc1n[nH]nc1O", "elements": ["C", "C", "H", "H", "H", "N", "N", "N", "O", "O"], "positions_angstrom": [[-0.456510, -0.467149, 0.393849], [-0.025236, 0.859180, -0.099439], [-1.619080, -1.952795, 0.784200], [2.410650, -1.137090, 0.175627], [-0.089777, 2.479954, -1.100832], [0.519162, -1.383738, 0.332842], [1.464914, -0.589314, -0.166921], [1.283020, 0.581176, -0.403743], [-1.799053, -0.838992, 0.689282], [-0.786069, 1.839101, -0.684369]], "forces_ev_per_angstrom": [[-3.214, 0.608, -0.542], [0.528, -4.110, -0.463], [-1.214, 4.658, -0.254], [-2.227, 2.818, -1.900], [-1.920, -1.519, 1.069], [-2.423, 2.842, 0.258], [6.334, -9.285, 2.809], [-2.012, 6.979, -0.984], [3.430, -4.219, 0.071], [2.718, 1.227, -0.066]]}

{"formula": "C2H3N3O2", "method": "ωB97M-V with the def2-TZVPD basis set", "e_homo_ev": -9.831, "elements": ["C", "C", "N", "N", "N", "O", "O", "H", "H", "H"], "positions_angstrom": [[1.865480, 1.305816, -1.020711], [0.533616, 0.977756, 1.566385], [-0.260678, 0.153567, 1.271041], [-1.096781, -1.305488, -0.398722], [-1.031712, -0.925453, 0.944115], [0.880618, 1.190862, -1.606111], [2.786023, 1.358646, -0.336377], [-1.625820, -0.627251, -0.953181], [-0.113175, -1.367954, -0.663330], [-1.937571, -0.760501, 1.196891]], "forces_ev_per_angstrom": [[-0.196, -0.291, 0.867], [-1.196, -1.112, -0.236], [0.861, 1.296, -0.097], [0.840, 0.101, -0.414], [1.907, -0.843, 0.220], [-0.758, 0.064, -1.040], [1.118, 0.262, 0.014], [0.704, 0.049, -0.062], [-0.597, -0.109, -0.699], [-2.681, 0.583, 1.448]]}

{"formula": "C2H3N3O2S", "method": "ωB97M-V with the def2-TZVPD basis set", "e_homo_ev": -8.201, "smiles": "O=c1[nH]c(O)nn1S", "elements": ["C", "C", "H", "H", "H", "N", "N", "N", "O", "O", "S"], "positions_angstrom": [[0.376530, 0.698534, 0.993256], [-0.586426, -0.647610, -0.513500], [-0.044420, 1.019709, 2.805502], [0.238026, -1.062645, -2.945630], [-1.303151, -0.562409, 1.477778], [1.077882, 0.888460, -0.049679], [0.503659, 0.053767, -1.013010], [-0.632555, -0.218898, 0.802464], [0.562169, 1.358830, 2.116071], [-1.263110, -1.453529, -1.086419], [1.071396, -0.074210, -2.586831]], "forces_ev_per_angstrom": [[-0.603, -0.616, -0.654], [1.508, 0.724, -0.331], [0.560, 0.362, -0.464], [-0.104, -0.011, 0.340], [0.180, 0.106, -0.276], [0.557, 0.055, -1.040], [-1.366, -0.414, 1.683], [-0.289, 0.083, 0.604], [-0.382, 0.077, 1.491], [-0.805, -0.697, -0.384], [0.743, 0.331, -0.969]]}